Model 1:
Below is 3 unconnected molecules or ions with the total composition C3H12N3S, with properties calculated with ωB97M-V/def2-TZVPD.

Bonds (Å) are listed after each position.
Cartesian coordinates (Å):
1 C 1.46 -1.22 -0.66  C3 1.470, H8 1.100, H9 1.197, H10 1.116
2 C 0.05 1.90 0.36  N5 1.504, H11 1.091, H12 1.069, H13 1.177
3 C 1.94 -0.05 0.08  C1 1.470, S7 1.649
4 N -0.72 -0.04 1.14  N5 1.261, H14 1.035, H15 1.098
5 N 0.32 0.68 1.20  C2 1.504, N4 1.261
6 N -2.82 -0.44 -0.44  H16 0.984, H17 1.024, H18 1.041
7 S 3.49 0.50 0.13  C3 1.649, H19 1.344
8 H 1.74 -1.24 -1.73  C1 1.100
9 H 1.76 -2.29 -0.23  C1 1.197
10 H 0.35 -1.26 -0.51  C1 1.116
11 H -0.80 2.32 0.90  C2 1.091
12 H 0.79 2.64 0.55  C2 1.069
13 H -0.18 1.58 -0.75  C2 1.177
14 H -0.67 -0.78 1.86  N4 1.035
15 H -1.58 0.03 0.47  N4 1.098
16 H -2.59 -0.53 -1.40  N6 0.984
17 H -3.67 0.03 -0.13  N6 1.024
18 H -2.93 -1.43 -0.15  N6 1.041
19 H 4.10 -0.39 -0.67  S7 1.344

## Properties
Orbital gap   7.9883 eV
HOMO   -12.38 eV
Net charge   +1

Atomic partial charges in e from the Mulliken method, atoms 1 to 5: -0.824 -0.882 0.380 -0.136 -0.224

Model 2:
Below is 2 unconnected molecules or ions with the total composition C3H12N3S, with properties calculated with ωB97M-V/def2-TZVPD.

Bonds (Å) are listed after each position.
Cartesian coordinates (Å):
1 C 0.72 -1.75 0.12  C3 1.510, H8 1.102, H9 1.072, H10 1.122
2 C -1.65 0.57 0.05  N4 1.371, N5 1.353, H11 1.045
3 C 0.66 -0.29 -0.29  C1 1.510, N6 1.526, S7 1.755
4 N -1.65 1.38 -1.06  C2 1.371, H12 1.046, H13 1.005
5 N -1.88 0.94 1.33  C2 1.353, H14 1.091, H15 1.071
6 N 1.76 0.44 0.49  C3 1.526, H16 1.074, H17 1.073, H18 0.972
7 S 0.91 -0.19 -2.02  C3 1.755, H19 1.417
8 H 1.54 -2.21 -0.45  C1 1.102
9 H -0.15 -2.36 -0.02  C1 1.072
10 H 0.71 -1.92 1.23  C1 1.122
11 H -1.64 -0.47 -0.05  C2 1.045
12 H -1.59 0.99 -2.03  N4 1.046
13 H -2.09 2.29 -1.02  N4 1.005
14 H -1.69 1.89 1.83  N5 1.091
15 H -1.91 0.15 2.05  N5 1.071
16 H 1.31 1.06 1.25  N6 1.074
17 H 2.43 0.93 -0.18  N6 1.073
18 H 2.33 -0.23 0.91  N6 0.972
19 H 1.89 -1.21 -2.15  S7 1.417

## Properties
Orbital gap   7.9505 eV
HOMO   -11.23 eV
Net charge   +1

Atomic partial charges in e from the Mulliken method, atoms 1 to 5: -1.413 0.042 -0.005 -0.411 -0.453

Model 3:
Below is 2 unconnected molecules or ions with the total composition C3H12N3S, with properties calculated with ωB97M-V/def2-TZVPD.

Bonds (Å) are listed after each position.
Cartesian coordinates (Å):
1 C 1.18 0.60 0.00  C2 1.518, N4 1.504, H5 1.088, H6 1.087
2 C 2.67 0.43 -0.23  C1 1.518, S3 1.827, H7 1.089, H8 1.091
3 S 3.32 1.79 -1.25  C2 1.827, H9 1.339
4 N 0.65 -0.43 0.96  C1 1.504, H10 1.075, H11 1.018, H12 1.020
5 H 0.62 0.50 -0.93  C1 1.088
6 H 0.96 1.57 0.45  C1 1.087
7 H 2.90 -0.53 -0.69  C2 1.089
8 H 3.20 0.49 0.72  C2 1.091
9 H 2.77 1.33 -2.38  S3 1.339
10 H -0.40 -0.28 1.09  N4 1.075
11 H 1.11 -0.33 1.86  N4 1.018
12 H 0.79 -1.40 0.65  N4 1.020
13 N -2.69 -0.70 -1.09  C14 1.367, H16 1.005, H17 1.007
14 C -2.99 -0.66 0.25  N13 1.367, N15 1.279, H18 1.087
15 N -2.10 -0.34 1.11  C14 1.279, H19 1.013
16 H -2.05 0.02 -1.37  N13 1.005
17 H -3.47 -0.83 -1.71  N13 1.007
18 H -4.02 -0.87 0.51  C14 1.087
19 H -2.46 -0.37 2.05  N15 1.013

## Properties
Orbital gap   9.7397 eV
HOMO   -12.71 eV
Net charge   +1

Atomic partial charges in e from the Mulliken method, atoms 1 to 5: -0.421 -0.813 -0.155 -0.226 0.327

Relative energies in kJ/mol: model 1 488.5; model 2 299.3; model 3 0.0

Model 1:
Below is 2 unconnected molecules or ions with the total composition C5H14NO, with properties calculated with ωB97M-V/def2-TZVPD.

Bonds (Å) are listed after each position.
Cartesian coordinates (Å):
1 C -1.01 1.47 -1.67  C2 1.517, H5 1.168, H6 1.134, H7 1.112
2 C -1.01 -0.04 -1.56  C1 1.517, C3 1.518, H8 1.116, H9 1.130
3 C -1.30 -0.54 -0.16  C2 1.518, C4 1.565, H10 1.129, H11 1.083
4 C -0.36 -1.74 0.22  C3 1.565, H12 1.075, H13 1.099, H14 1.099
5 H -2.02 1.89 -1.25  C1 1.168
6 H -0.90 1.86 -2.73  C1 1.134
7 H -0.21 1.96 -1.08  C1 1.112
8 H 0.03 -0.41 -1.76  C2 1.116
9 H -1.69 -0.43 -2.36  C2 1.130
10 H -2.39 -0.77 0.01  C3 1.129
11 H -1.03 0.25 0.53  C3 1.083
12 H -0.51 -2.56 -0.46  C4 1.075
13 H -0.57 -2.08 1.25  C4 1.099
14 H 0.70 -1.46 0.12  C4 1.099
15 N 2.14 -0.48 1.83  C16 1.521, H18 1.029, H19 0.997
16 C 1.36 0.79 1.54  N15 1.521, O17 1.340, H20 1.156, H21 1.128
17 O 1.13 1.11 0.26  C16 1.340
18 H 3.10 -0.19 2.04  N15 1.029
19 H 2.24 -0.95 0.95  N15 0.997
20 H 0.40 0.72 2.18  C16 1.156
21 H 1.91 1.61 2.09  C16 1.128

## Properties
Orbital gap   6.9773 eV
HOMO   -2.67 eV
Net charge   -1

Atomic partial charges in e from the Mulliken method, atoms 1 to 5: -1.119 -0.259 -0.248 -1.220 0.226

Model 2:
Below is 2 unconnected molecules or ions with the total composition C5H14NO, with properties calculated with ωB97M-V/def2-TZVPD.

Bonds (Å) are listed after each position.
Cartesian coordinates (Å):
1 C -0.22 1.44 -1.43  C2 1.515, N4 1.491, H5 1.093, H6 1.092
2 C -0.86 0.11 -1.74  C1 1.515, C3 1.529, H7 1.091, H8 1.102
3 C -1.30 -0.61 -0.46  C2 1.529, H9 1.093, H10 1.113, H11 1.092
4 N 0.39 2.02 -2.67  C1 1.491, H12 1.010, H13 1.014
5 H 0.61 1.26 -0.74  C1 1.093
6 H -0.94 2.15 -1.01  C1 1.092
7 H -0.12 -0.52 -2.24  C2 1.091
8 H -1.70 0.23 -2.44  C2 1.102
9 H -1.89 0.04 0.20  C3 1.093
10 H -0.37 -0.80 0.12  C3 1.113
11 H -1.85 -1.53 -0.66  C3 1.092
12 H 1.16 2.63 -2.41  N4 1.010
13 H -0.28 2.56 -3.20  N4 1.014
14 C 0.98 -0.36 2.27  O15 1.360, C16 1.539, H17 1.120, H18 1.116
15 O 1.22 0.00 0.98  C14 1.360
16 C 0.85 -1.88 2.45  C14 1.539, H19 1.100, H20 1.092, H21 1.091
17 H 0.03 0.09 2.64  C14 1.120
18 H 1.79 0.01 2.94  C14 1.116
19 H 0.67 -2.20 3.49  C16 1.100
20 H 1.78 -2.35 2.12  C16 1.092
21 H 0.05 -2.26 1.81  C16 1.091

## Properties
Orbital gap   6.5766 eV
HOMO   -2.44 eV
Net charge   -1

Atomic partial charges in e from the Mulliken method, atoms 1 to 5: -0.168 -0.392 -0.693 -0.657 0.194

Model 3:
Below is 2 unconnected molecules or ions with the total composition C5H14NO, with properties calculated with ωB97M-V/def2-TZVPD.

Bonds (Å) are listed after each position.
Cartesian coordinates (Å):
1 C 2.59 -0.22 -0.69  O2 1.357, C3 1.537, H4 1.122, H5 1.126
2 O 1.28 -0.07 -1.03  C1 1.357
3 C 2.81 -0.96 0.65  C1 1.537, H6 1.104, H7 1.091, H8 1.090
4 H 3.10 0.77 -0.58  C1 1.122
5 H 3.17 -0.77 -1.47  C1 1.126
6 H 3.89 -1.06 0.85  C3 1.104
7 H 2.36 -1.95 0.63  C3 1.091
8 H 2.34 -0.41 1.46  C3 1.090
9 C -1.69 -0.52 0.04  C10 1.521, N12 1.451, H13 1.104, H14 1.094
10 C -1.47 0.96 0.29  C9 1.521, C11 1.514, H15 1.089, H16 1.099
11 C -2.53 1.83 -0.35  C10 1.514, H17 1.095, H18 1.100, H19 1.097
12 N -0.58 -1.27 0.60  C9 1.451, H20 1.052, H21 1.018
13 H -1.79 -0.66 -1.05  C9 1.104
14 H -2.63 -0.84 0.51  C9 1.094
15 H -0.48 1.18 -0.12  C10 1.089
16 H -1.40 1.14 1.37  C10 1.099
17 H -3.55 1.53 -0.09  C11 1.095
18 H -2.46 1.81 -1.45  C11 1.100
19 H -2.42 2.89 -0.08  C11 1.097
20 H 0.23 -1.11 -0.05  N12 1.052
21 H -0.79 -2.27 0.56  N12 1.018

## Properties
Orbital gap   6.8164 eV
HOMO   -2.72 eV
Net charge   -1

Atomic partial charges in e from the Mulliken method, atoms 1 to 5: -0.272 -0.862 -1.185 0.204 0.245

Relative energies in kJ/mol: model 1 42.0; model 2 35.0; model 3 0.0

Model 1:
Below is a gas-phase ion, C3H4NO3 (charge +1), with properties calculated with ωB97M-V/def2-TZVPD.

Bonds (Å) are listed after each position.
Cartesian coordinates (Å):
1 C -1.45 1.18 0.75  O5 1.131, O7 1.198
2 C 0.82 -0.47 -0.64  C3 1.569, N4 1.455, H8 1.048, H9 1.160
3 C -0.30 -1.11 0.26  C2 1.569, O7 1.573, H10 1.215, H11 1.140
4 N 0.90 0.92 -0.20  C2 1.455, O6 1.182
5 O -1.63 2.26 1.02  C1 1.131
6 O 1.81 1.64 -0.39  N4 1.182
7 O -1.38 0.01 0.47  C1 1.198, C3 1.573
8 H 1.70 -1.03 -0.52  C2 1.048
9 H 0.43 -0.18 -1.69  C2 1.160
10 H -0.94 -1.92 -0.38  C3 1.215
11 H 0.04 -1.30 1.33  C3 1.140

## Properties
Orbital gap   9.0869 eV
HOMO   -14.10 eV
Net charge   +1

Atomic partial charges in e from the Mulliken method, atoms 1 to 5: 0.851 -0.391 -0.196 0.080 -0.144

Model 2:
Below is 2 unconnected molecules or ions with the total composition C3H4NO3, with properties calculated with ωB97M-V/def2-TZVPD.

Bonds (Å) are listed after each position.
Cartesian coordinates (Å):
1 C 1.62 -0.89 -0.31  C2 1.525, O5 1.207, H8 1.140
2 C 1.86 0.58 -0.02  C1 1.525, O7 1.235, H9 1.070
3 C -2.71 0.39 0.05  N4 1.255, O6 1.138
4 N -1.60 0.02 0.50  C3 1.255, H10 1.011, H11 1.130
5 O 0.54 -1.29 0.07  C1 1.207
6 O -3.64 1.01 -0.18  C3 1.138
7 O 0.82 1.24 -0.05  C2 1.235
8 H 2.33 -1.48 -0.98  C1 1.140
9 H 2.86 0.95 -0.10  C2 1.070
10 H -1.50 -0.91 0.87  N4 1.011
11 H -0.59 0.39 0.15  N4 1.130

## Properties
Orbital gap   9.6427 eV
HOMO   -15.23 eV
Net charge   +1

Atomic partial charges in e from the Mulliken method, atoms 1 to 5: 0.115 0.078 0.664 -0.244 -0.469

Relative energies in kJ/mol: model 1 281.9; model 2 0.0